Entry 1:
Formula: C39H43FN6NaO4
Source: the Open Molecules 2025 dataset
Level of theory: wB97M-V/def2-TZVPD

The geometry in XYZ format:
```
94
Properties=species:S:1:pos:R:3
Na 0.3366 0.0877 0.5903
N -3.1179 1.1139 -0.7899
C -3.1914 2.0296 -1.8384
C -4.1003 3.0867 -1.7920
C -4.2313 3.9768 -2.8485
C -3.4461 3.8151 -3.9785
C -2.5421 2.7590 -4.0255
C -2.3843 1.8492 -2.9835
C -1.3809 0.7469 -3.0738
C -1.3151 0.0434 -4.3754
C -0.4849 -0.9631 -4.6812
C 0.5409 -1.4193 -3.6941
C 0.3087 -0.7528 -2.2989
C -0.6218 0.3870 -2.0075
H -2.1840 0.6971 -0.7641
H -3.3861 1.5110 0.0969
H -4.7239 3.1957 -0.9086
H -4.9444 4.7907 -2.7778
H -3.5235 4.5052 -4.8103
H -1.9088 2.6475 -4.8996
H -2.0397 0.3355 -5.1321
H -0.5449 -1.4369 -5.6579
H 1.5633 -1.3063 -4.0743
H 1.2838 -0.5960 -1.8217
C 3.7195 -4.0806 -3.8546
C 2.2193 -4.3976 -3.8352
C 2.0230 -5.8993 -3.5759
C 1.6480 -4.0757 -5.2201
C 1.5203 -3.6194 -2.7157
C 0.2950 -2.8205 -3.0270
C -0.2728 -2.0842 -1.7895
N 0.2123 -2.3182 -0.4583
C 1.2775 -2.9995 -0.3391
C 1.9605 -3.6854 -1.4544
C 1.8912 -3.0086 1.0248
C 2.6740 -4.0653 1.4816
C 3.2171 -4.0198 2.7604
C 2.9406 -2.8844 3.5164
C 2.1537 -1.8768 2.9833
N 1.6321 -1.9297 1.7610
C 4.0816 -5.1363 3.3378
C 5.4733 -4.5760 3.6625
C 4.2442 -6.3027 2.3644
C 3.4336 -5.6655 4.6242
H 4.2061 -4.6446 -4.6557
H 4.2061 -4.3464 -2.9154
H 3.8889 -3.0171 -4.0330
H 2.4839 -6.4848 -4.3769
H 0.9614 -6.1542 -3.5357
H 2.4749 -6.1965 -2.6280
H 2.1745 -4.6733 -5.9685
H 1.7706 -3.0241 -5.4798
H 0.5862 -4.3157 -5.2908
H -0.4333 -3.4369 -3.5637
H -1.3618 -2.0548 -1.7732
H 2.8584 -4.2434 -1.2186
H 2.8320 -4.9212 0.8419
H 3.3289 -2.7664 4.5204
H 1.9305 -0.9920 3.5676
H 5.9563 -4.1881 2.7635
H 6.1054 -5.3640 4.0806
H 5.4175 -3.7650 4.3895
H 4.7326 -5.9919 1.4381
H 3.2828 -6.7538 2.1093
H 4.8652 -7.0749 2.8234
H 3.3300 -4.8817 5.3753
H 4.0475 -6.4630 5.0511
H 2.4387 -6.0679 4.4234
C -3.0259 3.0268 2.4554
C -2.2173 4.1915 1.8816
C -1.2652 3.7811 0.8453
N -0.4933 3.4838 0.0485
H -3.6072 3.3672 3.3136
H -2.3575 2.2255 2.7704
H -3.7215 2.6409 1.7116
H -1.6472 4.6830 2.6721
H -2.8644 4.9588 1.4540
F -2.7518 3.4740 5.9111
C -1.7042 2.6362 5.8994
C -0.6725 2.8198 5.0736
N 0.4221 1.9943 5.0606
C 1.3924 2.1259 3.9751
C 0.9098 1.4424 2.6781
O 1.7770 1.2870 1.8008
O -0.2993 1.1112 2.6261
C 0.4519 0.8464 5.8153
O 1.3485 0.0271 5.7757
N -0.6154 0.7069 6.6913
C -1.7452 1.5032 6.8108
O -2.6332 1.2523 7.5966
H -0.6482 3.6419 4.3735
H 2.3346 1.6965 4.3003
H 1.5554 3.1868 3.7832
H -0.5881 -0.1252 7.2607
```

Properties
Electronic energy = -65408.3005 eV
Total charge = -1
Frontier orbital gap = 5.869 eV
Energy above the lowest of the compared OMol25 structures with the same formula, charge and spin = 2.448 eV
Highest occupied orbital energy = -3.903 eV

Mulliken population analysis, charges in e, atoms 1 to 8: 0.5789, -0.5068, 0.2416, -0.5456, -0.5076, -0.7313, -0.4930, -0.1149



Entry 2:
Formula: C39H43MoN6O2S5SbTe
Source: the Open Molecules 2025 dataset
Level of theory: wB97M-V/def2-TZVPD

The geometry in XYZ format:
```
98
Properties=species:S:1:pos:R:3
Mo 1.4845 0.5136 -0.5717
N 2.2790 0.1029 3.8958
C 2.4210 0.0834 2.5335
S 2.2573 1.5768 1.6734
N 2.7170 -1.0590 1.9915
N 2.8852 -0.9276 0.6373
C 3.7835 -1.6731 0.1042
C 4.5395 -2.7084 0.8509
C 5.9097 -2.5728 1.0488
C 6.6147 -3.5471 1.7406
C 5.9524 -4.6675 2.2224
C 4.5856 -4.8058 2.0176
C 3.8737 -3.8274 1.3410
C 4.1006 -1.3634 -1.2939
C 4.9770 -2.1519 -2.0342
C 5.2753 -1.7863 -3.3306
C 4.6756 -0.6481 -3.8430
C 3.7920 0.0598 -3.0497
N 3.5040 -0.2679 -1.7870
H 1.6835 0.8340 4.2469
H 2.1345 -0.8101 4.3013
H 6.4225 -1.6975 0.6662
H 7.6795 -3.4319 1.9006
H 6.5023 -5.4335 2.7553
H 4.0655 -5.6813 2.3849
H 2.8057 -3.9314 1.1770
H 5.3883 -3.0447 -1.5860
H 5.9439 -2.3866 -3.9337
H 4.8523 -0.3173 -4.8570
H 3.2672 0.9028 -3.4658
O 1.2645 1.5146 -4.3424
C 0.8598 2.6079 -3.5467
C 2.0022 3.1626 -2.7081
C 2.4924 4.4312 -2.9931
C 3.5910 4.9237 -2.3091
C 4.1946 4.1176 -1.3620
C 3.6450 2.8710 -1.1149
N 2.5618 2.4108 -1.7420
H 1.0653 0.6763 -3.8807
H -0.0025 2.3586 -2.9290
H 0.5580 3.3997 -4.2357
H 2.0154 5.0153 -3.7687
H 3.9748 5.9131 -2.5239
H 5.0650 4.4403 -0.8078
H 4.0628 2.2193 -0.3576
S -0.0222 -4.3127 -3.8826
Sb 1.2866 -3.3478 -2.2561
S -0.1254 -0.8874 0.9510
S 0.6740 -0.9722 -2.4003
S 0.6569 -4.2381 -0.1873
C 0.3714 4.0768 0.2954
C -0.3149 3.0043 -0.5308
O -1.3690 3.2693 -1.1161
N 0.2607 1.7858 -0.5870
Te -1.8968 0.5704 0.8350
C -3.0255 -0.0272 2.5398
C -3.6267 -1.2779 2.6780
C -3.4138 -2.4042 1.7088
C -4.4516 -1.4994 3.7818
C -4.6690 -0.5294 4.7435
C -5.5596 -0.7895 5.9284
C -4.0197 0.6937 4.6062
C -3.1970 0.9637 3.5225
C -2.5065 2.3054 3.4541
C -3.3178 0.0418 -0.6842
C -4.2859 1.0485 -0.8512
C -4.3978 2.2460 0.0607
C -5.1845 0.9492 -1.9038
C -5.1328 -0.1047 -2.8067
C -6.0808 -0.1799 -3.9726
C -4.1763 -1.0835 -2.6112
C -3.2599 -1.0500 -1.5585
C -2.3339 -2.2257 -1.4450
H -0.3224 4.4164 1.0674
H 0.5750 4.9242 -0.3614
H 1.2913 3.7385 0.7629
H -2.5216 -2.2674 1.1050
H -4.2700 -2.5078 1.0379
H -3.2921 -3.3445 2.2479
H -4.9228 -2.4713 3.8888
H -6.0363 -1.7663 5.8550
H -6.3427 -0.0328 6.0024
H -4.9885 -0.7612 6.8586
H -4.1542 1.4557 5.3676
H -2.6473 2.8463 4.3897
H -2.9011 2.9253 2.6455
H -1.4327 2.2014 3.2854
H -3.5595 2.9311 -0.0943
H -4.4308 1.9563 1.1140
H -5.3204 2.7865 -0.1513
H -5.9326 1.7253 -2.0271
H -6.8222 0.6180 -3.9312
H -6.6067 -1.1359 -3.9896
H -5.5382 -0.0899 -4.9154
H -4.1163 -1.9202 -3.3002
H -1.9758 -2.5213 -2.4316
H -2.8736 -3.0798 -1.0283
H -1.4638 -2.0464 -0.8243
```

Properties
Electronic energy = -124042.3065 eV
Total charge = -1
Frontier orbital gap (spin up / spin down) = 3.515 / 4.158 eV
Energy above the lowest of the compared OMol25 structures with the same formula, charge and spin = 1.388 eV
Spin multiplicity = 2
Highest occupied orbital energy (spin up / spin down) = -2.500 / -2.842 eV

Mulliken population analysis, charges in e, atoms 1 to 8: 1.4529, -0.4996, 0.2256, -0.4169, -1.3629, 2.5781, -0.5988, -0.7198



Entry 3:
Formula: C39H44BBrN11O3STi
Source: the Open Molecules 2025 dataset
Level of theory: wB97M-V/def2-TZVPD

The geometry in XYZ format:
```
101
Properties=species:S:1:pos:R:3
Ti 0.3209 0.9478 -0.9115
C -3.9190 1.8859 -1.0680
C -2.8129 1.0947 -1.3673
N -1.7308 1.5761 -0.7540
N -2.1113 2.6735 -0.0700
C -3.4269 2.8755 -0.2402
B -1.0835 3.5677 0.6764
N -0.0244 4.0406 -0.3568
C 0.6346 5.2098 -0.4385
C 1.6126 5.0959 -1.4049
C 1.4996 3.7818 -1.8602
N 0.5203 3.1564 -1.2175
N -0.3406 2.7113 1.7075
C -0.2361 2.7377 3.0486
C 0.6620 1.7625 3.4275
C 1.0704 1.1696 2.2320
N 0.4700 1.7508 1.2015
N -1.8221 4.7655 1.2428
C -2.2842 5.8356 0.5437
C -3.1229 6.5452 1.3634
C -3.1295 5.8116 2.5651
N -2.3596 4.7426 2.4825
H -4.9369 1.7373 -1.3811
H -2.7413 0.2001 -1.9633
H -3.9247 3.6990 0.2449
H 0.3643 6.0414 0.1895
H 2.3072 5.8511 -1.7270
H 2.0845 3.2512 -2.5930
H -0.8152 3.4400 3.6200
H 0.9679 1.5091 4.4270
H 1.7419 0.3420 2.0652
H -1.9989 6.0004 -0.4822
H -3.6499 7.4547 1.1325
H -3.6590 6.0201 3.4811
O -1.1864 -1.0374 2.2063
C -1.8020 -1.7657 1.1659
C -1.1801 -1.3877 -0.2050
O -1.6825 -1.7048 -1.2619
O -0.0658 -0.7054 -0.1053
C -3.2659 -1.3522 1.1322
C -4.1796 -2.0688 0.3650
C -5.5038 -1.6662 0.3015
C -5.9310 -0.5489 1.0083
C -5.0228 0.1637 1.7744
C -3.6927 -0.2318 1.8339
C -1.6456 -3.2650 1.4267
C -2.1276 -3.7507 2.6408
C -1.9842 -5.0862 2.9701
C -1.3547 -5.9563 2.0867
C -0.8720 -5.4782 0.8814
C -1.0162 -4.1357 0.5501
H -0.2346 -1.2136 2.1660
H -3.8480 -2.9407 -0.1837
H -6.2080 -2.2315 -0.2964
H -6.9685 -0.2411 0.9643
H -5.3452 1.0366 2.3292
H -2.9807 0.3282 2.4251
H -2.6099 -3.0649 3.3266
H -2.3617 -5.4516 3.9168
H -1.2407 -7.0022 2.3429
H -0.3717 -6.1457 0.1912
H -0.6275 -3.7810 -0.3954
C -1.3085 2.2834 -4.4070
C -0.7223 0.9705 -4.8316
C -0.8945 0.4913 -6.1099
C -0.3490 -0.7326 -6.4966
C 0.3869 -1.5095 -5.6021
C 0.5924 -1.0927 -4.3078
C 1.3633 -1.8975 -3.3161
C 0.0318 0.1748 -3.8938
N 0.2051 0.5804 -2.6639
H -1.0778 3.0584 -5.1394
H -0.9309 2.5881 -3.4340
H -2.3966 2.2097 -4.3394
H -1.4598 1.0751 -6.8266
H -0.5001 -1.0858 -7.5088
H 0.7938 -2.4593 -5.9264
H 1.6432 -2.8636 -3.7334
H 0.7738 -2.0492 -2.4106
H 2.2646 -1.3640 -3.0068
Br 2.8219 0.7210 -0.8129
C 6.1589 0.3412 1.1753
C 5.9354 -1.0820 1.6583
N 4.5140 -1.3943 1.5746
C 3.8416 -2.5158 1.8727
S 2.1607 -2.5717 1.7166
N 4.4589 -3.6340 2.3212
C 5.8527 -4.0539 2.2788
C 6.2662 -4.6081 0.9206
H 7.2205 0.5839 1.1991
H 5.6281 1.0531 1.8089
H 5.7971 0.4616 0.1538
H 6.2762 -1.1715 2.6927
H 6.5247 -1.7696 1.0469
H 3.9518 -0.6643 1.1489
H 3.7871 -4.3683 2.4773
H 5.9650 -4.8213 3.0455
H 6.5025 -3.2373 2.5731
H 5.6375 -5.4557 0.6451
H 7.3052 -4.9408 0.9408
H 6.1609 -3.8496 0.1432
```

Properties
Electronic energy = -168367.8829 eV
Frontier orbital gap (spin up / spin down) = 7.480 / 5.498 eV
Energy above the lowest of the compared OMol25 structures with the same formula, charge and spin = 0.000 eV
Spin multiplicity = 2
Highest occupied orbital energy (spin up / spin down) = -7.708 / -7.708 eV

Mulliken population analysis, charges in e, atoms 1 to 8: -0.6708, -1.8827, -0.6994, 1.4705, 0.3902, -0.0807, 0.4250, -0.0228



Entry 4:
Formula: C39H44Br2KN2O2S
Source: the Open Molecules 2025 dataset
Level of theory: wB97M-V/def2-TZVPD

The geometry in XYZ format:
```
91
Properties=species:S:1:pos:R:3
K -0.9878 -2.0339 -0.1073
C -2.5904 -4.0331 1.5408
C -1.7046 -4.8624 0.8048
C -2.0287 -4.7372 -0.5610
C -3.1145 -3.8311 -0.6739
C -3.4574 -3.3942 0.6231
H -2.6192 -3.9306 2.6220
H -0.9455 -5.5190 1.2153
H -1.5450 -5.2695 -1.3742
H -3.6189 -3.5350 -1.5880
H -4.2578 -2.7040 0.8630
C -1.8023 5.4989 -4.3648
C -2.6825 4.2707 -4.1375
C -4.0486 4.7596 -3.6320
C -2.8786 3.5623 -5.4894
C -2.0641 3.2937 -3.1337
C -2.8082 2.2131 -2.6636
C -2.2432 1.3094 -1.7868
Br -3.2630 -0.1996 -1.2238
C -0.9059 1.3676 -1.3115
O -0.4460 0.4939 -0.4942
C -0.1469 2.4744 -1.8077
C -0.7415 3.3826 -2.6863
C 1.3212 2.6022 -1.3720
C 2.1049 1.3685 -1.8506
C 2.0182 3.8418 -1.9422
C 1.3998 2.6743 0.1623
H -2.2940 6.1728 -5.0729
H -0.8287 5.2307 -4.7852
H -1.6335 6.0453 -3.4317
H -4.4745 5.4891 -4.3309
H -3.9484 5.2350 -2.6512
H -4.7620 3.9368 -3.5342
H -3.3211 4.2412 -6.2284
H -3.5379 2.6960 -5.3812
H -1.9188 3.2064 -5.8754
H -3.8351 2.0532 -2.9772
H -0.1456 4.2142 -3.0346
H 2.0534 1.2883 -2.9411
H 1.6801 0.4600 -1.4160
H 3.1625 1.4488 -1.5599
H 2.0534 3.8282 -3.0370
H 3.0489 3.8641 -1.5764
H 1.5292 4.7675 -1.6231
H 1.0553 1.7339 0.6009
H 0.7751 3.4909 0.5415
H 2.4340 2.8547 0.4833
Br 3.2150 -5.0007 5.7319
C 2.7298 -4.4125 3.9929
C 3.7065 -4.3263 3.0126
C 3.3548 -3.8832 1.7462
C 2.0412 -3.5307 1.4612
C 1.0797 -3.6160 2.4626
C 1.4185 -4.0624 3.7344
N 1.5765 -3.0288 0.2055
C 2.2860 -3.0102 -0.8266
C 1.7963 -2.4086 -2.1056
C 2.6873 -2.1836 -3.1401
C 2.2403 -1.5367 -4.2865
C 0.9159 -1.1572 -4.3633
C 0.0825 -1.4728 -3.2957
N 0.5090 -2.0804 -2.1949
H 4.7297 -4.5915 3.2387
H 4.1294 -3.7970 0.9926
H 0.0548 -3.3200 2.2295
H 0.6686 -4.1221 4.5119
H 3.3086 -3.4016 -0.8521
H 3.7222 -2.4892 -3.0367
H 2.9236 -1.3243 -5.0986
H 0.5243 -0.6361 -5.2272
H -0.9757 -1.2147 -3.3221
C 1.8098 -0.7287 7.7902
C 1.2893 -0.4989 6.3916
C 1.9529 0.3476 5.5113
C 1.4768 0.5525 4.2200
C 0.3164 -0.0781 3.8034
C -0.3594 -0.9332 4.6652
C 0.1262 -1.1346 5.9498
S -0.2336 0.0691 2.0772
C -1.3648 1.4290 2.3569
O -1.1153 -1.1282 1.9094
H 2.8636 -0.4602 7.8701
H 1.7034 -1.7748 8.0811
H 1.2577 -0.1278 8.5171
H 2.8707 0.8328 5.8289
H 2.0243 1.1909 3.5308
H -1.2347 -1.4641 4.2956
H -0.3927 -1.8158 6.6192
H -2.1220 1.0470 3.0467
H -1.8023 1.6793 1.3864
H -0.8274 2.2824 2.7787
```

Properties
Electronic energy = -215479.4792 eV
Total charge = -1
Frontier orbital gap = 5.297 eV
Energy above the lowest of the compared OMol25 structures with the same formula, charge and spin = 0.973 eV
Highest occupied orbital energy = -3.436 eV

Mulliken population analysis, charges in e, atoms 1 to 8: 1.2265, -0.5368, -0.4476, -0.6810, -0.6512, -0.6706, 0.4789, 0.5196



Entry 5:
Formula: C39H44CrN7PSSb
Source: the Open Molecules 2025 dataset
Level of theory: wB97M-V/def2-TZVPD

The geometry in XYZ format:
```
94
Properties=species:S:1:pos:R:3
Cr -0.6735 -0.9397 -1.7935
C -1.5225 2.6803 2.4817
C -2.1358 1.3383 2.8035
C -2.7265 1.1423 4.0494
C -3.2913 -0.0714 4.4157
C -3.2738 -1.1413 3.5342
C -2.6983 -0.9686 2.2866
C -2.1326 0.2538 1.9134
P -1.4255 0.3559 0.2544
C -2.0907 1.8625 -0.5136
C -1.3988 3.0676 -0.5865
C -1.9144 4.1449 -1.2878
C -3.1426 4.0251 -1.9200
C -3.8535 2.8357 -1.8271
C -3.3521 1.7402 -1.1277
C -4.1972 0.4880 -1.0351
C 0.4283 0.4124 0.4552
C 0.9197 -0.0148 1.7921
C 1.8776 -0.8909 2.0770
C 3.7658 -0.6977 0.2618
C 3.2372 -1.3861 -0.9880
C 1.7715 -1.3220 -1.1290
C 1.0740 -1.8493 -2.3657
H -1.2936 3.2199 3.3992
H -2.2050 3.2991 1.8951
H -0.5931 2.5820 1.9160
H -2.7375 1.9688 4.7511
H -3.7428 -0.1802 5.3943
H -3.7045 -2.0944 3.8149
H -2.6894 -1.7931 1.5921
H -0.4533 3.1865 -0.0744
H -1.3616 5.0757 -1.3282
H -3.5596 4.8641 -2.4641
H -4.8310 2.7590 -2.2920
H -5.0812 0.5769 -1.6664
H -4.5392 0.3069 -0.0126
H -3.6431 -0.4068 -1.3401
H 0.4214 0.4735 2.6202
H 2.0885 -1.0315 3.1342
H 4.7995 -1.0091 0.3858
H 3.8550 -1.6551 -1.8351
H 1.1606 -2.9263 -2.5085
H 1.4255 -1.3351 -3.2591
C -4.8453 -1.8964 -4.9504
C -3.8430 -0.8035 -4.8983
N -3.8467 0.2833 -5.5937
N -2.7262 0.9622 -5.1800
C -2.0293 0.3410 -4.2452
S -0.6104 0.7978 -3.4443
N -2.7381 -0.7890 -4.0501
N -2.2938 -1.7720 -3.1549
H -5.6289 -1.6115 -5.6480
H -5.3001 -2.0655 -3.9712
H -4.3975 -2.8302 -5.2967
H -2.5011 1.8533 -5.5957
H -3.1071 -2.1736 -2.6973
H -1.8381 -2.5134 -3.6843
C -0.5797 -4.9955 -1.3726
Sb -1.0930 -3.1971 -0.3519
C -0.4203 -3.7273 1.5905
C -3.1808 -3.6438 -0.1418
H -0.9086 -5.8373 -0.7628
H 0.4963 -5.0646 -1.5312
H -1.0829 -5.0417 -2.3392
H -1.0697 -4.5268 1.9458
H -0.4711 -2.8727 2.2618
H 0.6050 -4.0888 1.5336
H -3.3395 -4.0842 0.8427
H -3.4664 -4.3800 -0.8955
H -3.8144 -2.7621 -0.2378
N 5.7722 0.8573 1.8030
C 6.5310 1.8302 2.4303
C 7.6721 1.7654 3.2302
C 8.1591 2.9657 3.6972
C 7.5363 4.1881 3.3795
C 6.4098 4.2393 2.5879
C 5.8980 3.0319 2.1084
N 4.7861 2.7906 1.3158
C 4.7448 1.5020 1.1522
C 3.6689 0.8022 0.4110
C 2.8096 -1.6129 1.1457
C 2.3120 -2.2855 -0.1380
N 0.9267 -0.1770 -0.7915
C 1.3239 1.1955 -0.5207
C 2.6625 1.5653 -0.0165
H 5.9657 -0.1268 1.8264
H 8.1588 0.8275 3.4706
H 9.0440 2.9713 4.3214
H 7.9599 5.1062 3.7664
H 5.9309 5.1769 2.3331
H 3.3952 -2.3198 1.7270
H 2.1707 -3.3560 -0.2424
H 0.8685 1.9250 -1.1750
H 2.7631 2.6315 0.1731
```

Properties
Electronic energy = -106653.0473 eV
Total charge = +2
Frontier orbital gap (spin up / spin down) = 5.551 / 6.135 eV
Energy above the lowest of the compared OMol25 structures with the same formula, charge and spin = 2.359 eV
Spin multiplicity = 2
Highest occupied orbital energy (spin up / spin down) = -11.726 / -11.725 eV

Mulliken population analysis, charges in e, atoms 1 to 8: -0.5231, -1.3070, 0.5187, -0.8165, -0.8425, -0.9881, -0.4754, 0.9242



| no. | largest force on an atom (eV/Å) |
| --- | --- |
| 1 | 0.568 |
| 2 | 2.736 |
| 3 | 0.734 |
| 4 | 2.244 |
| 5 | 1.195 |